Here is a structure of composition C25H18BrCoF3N4O4 from the OMol25 dataset. Energies are from ωB97M-V with the def2-TZVPD basis set.

HOMO-LUMO gap (alpha / beta)	8.479 / 8.506	eV
ΔE to the lowest compared entry with this formula, charge and spin	0.113	eV
expectation value of S²	3.758
E_LUMO (alpha / beta)	-0.6 / -0.5	eV

The geometry in ORCA input format:
```
! wB97M-V def2-TZVPD RIJCOSX def2/J DEFGRID3
* xyz 0 4
Co -0.472 0.199 0.131
C -3.474 0.232 2.051
C -2.982 -1.147 1.762
C -3.423 -2.234 2.518
C -2.907 -3.487 2.278
C -1.995 -3.652 1.246
C -1.639 -2.541 0.508
N -2.102 -1.308 0.773
C -0.763 -2.631 -0.689
C -0.462 -3.807 -1.364
C 0.238 -3.721 -2.555
C 0.584 -2.482 -3.074
C 0.260 -1.353 -2.334
N -0.353 -1.459 -1.162
C 0.465 0.044 -2.788
C 1.258 0.359 -3.875
C 1.335 1.686 -4.269
C 0.591 2.627 -3.589
C -0.187 2.239 -2.497
C -1.036 3.255 -1.796
N -0.212 0.969 -2.085
H -4.260 0.211 2.802
H -3.857 0.702 1.145
H -2.653 0.854 2.404
H -4.138 -2.067 3.311
H -3.206 -4.332 2.885
H -1.567 -4.620 1.032
H -0.793 -4.763 -0.989
H 0.481 -4.621 -3.104
H 1.069 -2.405 -4.035
H 1.821 -0.404 -4.392
H 1.957 1.973 -5.106
H 0.595 3.666 -3.887
H -1.614 3.815 -2.533
H -0.419 3.976 -1.255
H -1.710 2.791 -1.083
Br 3.148 -0.466 -0.649
C 2.684 1.177 0.177
C 3.719 1.990 0.610
C 3.382 3.171 1.247
C 2.045 3.482 1.427
C 1.093 2.591 0.967
N 1.407 1.454 0.336
C -0.388 2.856 1.197
O -0.730 3.970 1.549
O -1.149 1.843 0.994
H 4.744 1.689 0.462
H 4.158 3.832 1.611
H 1.707 4.382 1.920
F 1.887 -1.264 4.718
C 1.923 -1.307 3.386
F 2.823 -0.387 2.980
F 2.410 -2.514 3.033
C 0.529 -1.072 2.730
O -0.457 -1.119 3.440
O 0.637 -0.874 1.482
*
```

Here is a structure of composition C25H18F3NO5PRhS2 from the OMol25 dataset. Energies are from ωB97M-V with the def2-TZVPD basis set.

HOMO-LUMO gap	7.246	eV
ΔE to the lowest compared entry with this formula, charge and spin	2.996	eV
E_LUMO	-1.1	eV

The geometry in ORCA input format:
```
! wB97M-V def2-TZVPD RIJCOSX def2/J DEFGRID3
* xyz 0 1
Rh 2.092 -0.538 0.110
O 2.282 1.568 1.753
S 2.899 2.237 0.595
O 4.034 3.056 0.887
O 3.099 1.281 -0.563
C 1.568 3.316 0.021
C 1.804 4.654 -0.219
C 0.767 5.487 -0.605
C -0.508 4.968 -0.751
C -0.742 3.622 -0.519
C 0.295 2.775 -0.120
P 0.001 0.986 0.131
C -0.924 0.850 1.681
C -1.585 -0.342 1.979
C -2.215 -0.501 3.199
C -2.175 0.516 4.144
C -1.498 1.690 3.860
C -0.873 1.859 2.635
C -1.230 0.693 -1.207
C -0.708 0.425 -2.467
C -1.548 0.182 -3.541
C -2.923 0.194 -3.361
C -3.451 0.460 -2.107
C -2.611 0.711 -1.034
H 2.809 5.031 -0.086
H 0.957 6.535 -0.788
H -1.325 5.608 -1.052
H -1.740 3.230 -0.657
H -1.601 -1.154 1.260
H -2.728 -1.427 3.420
H -2.661 0.386 5.101
H -1.449 2.479 4.598
H -0.329 2.769 2.424
H 0.370 0.398 -2.599
H -1.129 -0.022 -4.516
H -3.579 -0.004 -4.196
H -4.522 0.475 -1.963
H -3.028 0.916 -0.058
F 2.925 -5.818 -2.145
C 2.510 -5.489 -0.906
F 2.149 -6.646 -0.313
F 3.584 -5.038 -0.244
C 1.380 -4.512 -0.931
C 0.073 -4.982 -0.972
C -0.966 -4.078 -1.032
C -0.656 -2.724 -1.059
N 0.581 -2.271 -1.041
C 1.613 -3.126 -0.970
S 3.125 -2.248 -0.938
H -0.118 -6.045 -0.944
H -1.992 -4.406 -1.075
H -1.438 -1.974 -1.123
O 1.688 -1.800 1.729
C 2.851 -1.522 2.125
O 3.565 -0.809 1.359
H 3.232 -1.879 3.089
*
```

Here is a structure of composition C25H18IN13STi from the OMol25 dataset. Energies are from ωB97M-V with the def2-TZVPD basis set.

HOMO-LUMO gap (alpha / beta)	6.320 / 6.341	eV
ΔE to the lowest compared entry with this formula, charge and spin	1.261	eV
expectation value of S²	0.776
E_LUMO (alpha / beta)	1.9 / 1.6	eV

The geometry in ORCA input format:
```
! wB97M-V def2-TZVPD RIJCOSX def2/J DEFGRID3
* xyz -1 2
Ti -0.598 0.651 0.221
N -2.205 -3.142 1.651
C -1.887 -2.098 0.840
S -2.799 -0.640 0.960
N -0.882 -2.252 0.018
N -0.622 -1.107 -0.657
C -0.213 -1.184 -1.903
C 0.115 -2.466 -2.555
C -0.481 -2.818 -3.767
C -0.217 -4.047 -4.351
C 0.648 -4.937 -3.731
C 1.254 -4.587 -2.532
C 0.990 -3.363 -1.941
C -0.311 0.065 -2.616
C 0.195 0.272 -3.907
C -0.141 1.420 -4.585
C -0.968 2.356 -3.966
C -1.343 2.135 -2.657
N -1.012 1.040 -1.972
H -3.113 -3.108 2.075
H -1.824 -4.043 1.409
H -1.170 -2.132 -4.243
H -0.698 -4.315 -5.284
H 0.848 -5.901 -4.183
H 1.935 -5.278 -2.052
H 1.467 -3.069 -1.017
H 0.847 -0.475 -4.337
H 0.235 1.599 -5.584
H -1.274 3.258 -4.477
H -1.911 2.877 -2.113
N 2.372 2.637 -0.346
C 2.467 1.272 -0.346
N 3.578 0.613 -0.615
N 3.243 -0.679 -0.461
N 2.011 -0.792 -0.132
N 1.453 0.448 -0.036
C 1.140 3.238 -0.360
N 0.955 4.482 -0.758
N -0.368 4.673 -0.643
N -0.940 3.614 -0.203
N -0.007 2.650 0.028
H 3.113 3.144 -0.798
I -2.963 2.537 1.944
C -1.484 2.328 3.444
C -1.611 3.201 4.490
C -0.824 3.044 5.643
C 0.003 1.965 5.743
C 0.139 1.049 4.674
C 0.940 -0.101 4.840
C 1.072 -0.989 3.815
C 0.511 -0.706 2.556
C -0.262 0.417 2.301
C -0.541 1.261 3.429
H -2.342 3.997 4.445
H -0.915 3.756 6.455
H 0.565 1.783 6.653
H 1.436 -0.255 5.792
H 1.660 -1.890 3.944
H 0.735 -1.410 1.765
*
```

Here is a structure of composition C25H19Cl3F2NORbSi from the OMol25 dataset. Energies are from ωB97M-V with the def2-TZVPD basis set.

HOMO-LUMO gap	5.084	eV
ΔE to the lowest compared entry with this formula, charge and spin	0.301	eV
E_LUMO	4.1	eV

The geometry in ORCA input format:
```
! wB97M-V def2-TZVPD RIJCOSX def2/J DEFGRID3
* xyz -2 1
Rb 0.177 0.147 -0.013
F 6.512 1.023 0.070
C 5.597 0.006 0.057
C 4.249 0.275 0.129
C 3.292 -0.755 0.118
C 3.781 -2.084 0.028
C 5.156 -2.294 -0.046
F 5.697 -3.560 -0.150
C 6.093 -1.281 -0.034
C 2.785 -3.215 0.011
C 3.125 -4.578 0.036
C 2.130 -5.542 0.022
C 0.800 -5.159 -0.016
C 0.542 -3.797 -0.034
N 1.491 -2.865 -0.021
H 3.940 1.319 0.193
H 7.151 -1.490 -0.097
H 4.156 -4.884 0.071
H 2.402 -6.592 0.043
H -0.008 -5.879 -0.028
H -0.485 -3.433 -0.060
Cl -8.321 0.101 0.115
C -6.614 -0.319 0.030
C -5.657 0.683 -0.038
C -4.323 0.344 -0.108
Cl -3.139 1.621 -0.188
C -3.822 -1.006 -0.115
O -2.606 -1.309 -0.182
C -4.887 -1.966 -0.038
Cl -4.430 -3.658 -0.033
C -6.230 -1.648 0.031
H -5.947 1.726 -0.036
H -6.966 -2.439 0.084
C 1.903 4.227 1.469
Si 0.924 3.475 -0.027
C 1.984 4.203 -1.474
C -0.568 4.713 -0.032
C -0.880 5.575 -1.094
C -2.007 6.394 -1.081
C -2.866 6.388 0.011
C -2.582 5.549 1.084
C -1.461 4.730 1.052
H 2.196 5.270 1.283
H 2.813 3.646 1.661
H 1.306 4.203 2.389
H 2.225 5.268 -1.333
H 1.491 4.090 -2.447
H 2.927 3.648 -1.535
H -0.222 5.609 -1.958
H -2.216 7.041 -1.928
H -3.751 7.014 0.020
H -3.250 5.523 1.939
H -1.277 4.063 1.891
*
```

Here is a structure of composition C25H19Cl3N4O10S2SiTi from the OMol25 dataset. Energies are from ωB97M-V with the def2-TZVPD basis set.

HOMO-LUMO gap (alpha / beta)	6.163 / 7.454	eV
ΔE to the lowest compared entry with this formula, charge and spin	0.642	eV
expectation value of S²	0.766
E_LUMO (alpha / beta)	2.0 / 1.4	eV

The geometry in ORCA input format:
```
! wB97M-V def2-TZVPD RIJCOSX def2/J DEFGRID3
* xyz -1 2
Ti 0.342 0.811 -0.561
O -3.684 0.061 -1.937
S -2.524 -0.743 -1.704
O -2.196 -1.734 -2.698
O -1.304 0.100 -1.430
C -2.839 -1.661 -0.190
C -3.342 -2.939 -0.408
C -3.723 -3.748 0.651
C -3.591 -3.290 1.950
C -3.086 -2.020 2.179
C -2.716 -1.197 1.124
S -2.062 0.404 1.572
O -2.783 1.407 0.846
O -2.078 0.466 3.010
O -0.623 0.301 1.106
H -3.423 -3.289 -1.427
H -4.106 -4.742 0.457
H -3.863 -3.922 2.785
H -2.964 -1.642 3.185
O -1.454 -6.938 -0.009
C -1.095 -5.959 0.861
O -1.279 -6.131 2.035
C -0.496 -4.722 0.285
C -0.362 -4.489 -1.083
C 0.158 -3.298 -1.552
C 0.562 -2.312 -0.653
C 0.426 -2.536 0.717
C -0.099 -3.728 1.176
N 1.101 -1.092 -1.100
C 2.005 -1.135 -2.072
C 2.590 0.079 -2.458
C 3.671 0.194 -3.357
C 4.302 1.396 -3.494
C 3.870 2.489 -2.718
C 2.778 2.329 -1.905
N 2.097 1.173 -1.801
H -1.234 -6.673 -0.908
H -0.701 -5.203 -1.827
H 0.183 -3.094 -2.613
H 0.731 -1.761 1.407
H -0.219 -3.908 2.236
H 2.340 -2.080 -2.485
H 3.994 -0.685 -3.900
H 5.137 1.504 -4.174
H 4.362 3.449 -2.767
H 2.394 3.148 -1.315
O 1.901 0.744 0.920
N 1.972 1.728 1.707
N 1.226 2.693 1.357
O 0.539 2.632 0.219
C 1.177 3.910 2.101
C 0.566 5.007 1.515
C 0.514 6.196 2.228
C 1.060 6.280 3.499
C 1.660 5.164 4.070
C 1.720 3.967 3.377
H 0.139 4.918 0.526
H 0.036 7.058 1.782
H 1.010 7.210 4.051
H 2.076 5.221 5.067
H 2.168 3.087 3.814
Cl -2.468 3.066 -2.058
Si -0.517 2.481 -2.346
Cl 0.422 4.358 -2.616
Cl -0.396 1.639 -4.250
*
```

Here is a structure of composition C25H19Cl5IN5O3Re from the OMol25 dataset. Energies are from ωB97M-V with the def2-TZVPD basis set.

HOMO-LUMO gap (alpha / beta)	7.168 / 6.087	eV
expectation value of S²	3.781
E_LUMO (alpha / beta)	-6.6 / -7.8	eV

The geometry in ORCA input format:
```
! wB97M-V def2-TZVPD RIJCOSX def2/J DEFGRID3
* xyz 2 4
Re -0.325 0.173 -0.224
C 1.652 4.273 -1.166
C 2.583 3.335 -0.472
N 3.799 3.697 -0.177
C 4.667 2.866 0.414
C 4.363 1.560 0.720
C 5.416 0.717 1.418
O 5.541 -0.605 0.915
C 3.042 1.115 0.453
C 2.673 -0.231 0.750
N 1.497 -0.797 0.677
C 1.435 -2.151 1.119
C 2.247 -2.603 2.165
C 2.270 -3.935 2.539
C 1.480 -4.864 1.878
C 0.606 -4.434 0.892
C 0.581 -3.095 0.555
I -0.973 -2.448 -0.778
C 2.115 2.022 -0.118
O 0.870 1.737 -0.355
H 2.063 5.278 -1.144
H 0.668 4.252 -0.695
H 1.517 3.978 -2.209
H 5.642 3.282 0.638
H 5.147 0.637 2.475
H 6.366 1.248 1.370
H 6.273 -0.660 0.295
H 3.511 -0.855 1.046
H 2.856 -1.889 2.703
H 2.909 -4.246 3.355
H 1.519 -5.912 2.138
H -0.050 -5.141 0.400
C -1.717 3.915 3.338
N -1.484 2.472 3.225
C -1.552 1.659 4.295
C -1.421 0.317 4.170
C -1.193 -0.219 2.880
N -0.969 0.599 1.834
C -1.203 1.972 1.961
O -1.206 2.698 0.994
N -1.172 -1.542 2.716
H -2.249 4.118 4.263
H -2.308 4.249 2.492
H -0.770 4.453 3.332
H -1.749 2.128 5.249
H -1.522 -0.339 5.021
H -1.422 -2.133 3.492
H -1.260 -1.934 1.795
Cl -0.174 0.447 -2.753
C -1.806 0.982 -2.441
C -2.121 0.815 -1.100
C -3.430 1.108 -0.726
Cl -3.963 0.825 0.884
C -4.343 1.603 -1.662
Cl -5.948 1.952 -1.197
C -3.949 1.809 -2.994
Cl -5.051 2.439 -4.127
C -2.650 1.479 -3.405
Cl -2.135 1.683 -5.021
*
```

Here is a structure of composition C25H19ClFeN5O3 from the OMol25 dataset. Energies are from ωB97M-V with the def2-TZVPD basis set.

HOMO-LUMO gap (alpha / beta)	7.927 / 6.801	eV
ΔE to the lowest compared entry with this formula, charge and spin	0.000	eV
expectation value of S²	0.832
E_LUMO (alpha / beta)	-6.7 / -7.8	eV

The geometry in ORCA input format:
```
! wB97M-V def2-TZVPD RIJCOSX def2/J DEFGRID3
* xyz 2 2
Fe -0.488 -0.194 0.897
O -3.087 -0.399 -6.145
N -2.042 -0.465 -5.547
O -0.935 -0.509 -6.041
C -2.102 -0.307 -4.074
C -3.173 0.339 -3.580
C -3.285 0.588 -2.174
C -4.408 1.190 -1.585
C -4.436 1.348 -0.222
C -3.336 0.940 0.533
N -2.244 0.397 0.003
C -2.237 0.197 -1.339
C -1.115 -0.516 -1.878
N -0.199 -0.938 -0.969
C 0.772 -1.738 -1.386
C 0.903 -2.123 -2.719
C 0.018 -1.655 -3.655
C -1.040 -0.817 -3.241
H -3.954 0.666 -4.255
H -5.239 1.508 -2.202
H -5.289 1.785 0.277
H -3.349 1.078 1.603
H 1.469 -2.092 -0.639
H 1.705 -2.790 -3.002
H 0.118 -1.933 -4.692
Cl 1.625 0.929 4.299
C 1.238 1.789 2.867
C 2.157 2.687 2.387
C 1.882 3.423 1.233
C 0.664 3.289 0.585
C -0.296 2.426 1.087
C -0.046 1.613 2.230
C -0.980 0.673 2.731
H 3.092 2.820 2.913
H 2.619 4.123 0.861
H 0.437 3.901 -0.277
H -1.281 2.443 0.653
H -2.035 0.825 2.592
H -0.692 0.102 3.601
O -2.042 -2.508 1.999
C -1.437 -1.639 1.625
N 5.131 -2.254 2.303
C 3.897 -1.812 2.036
C 3.671 -0.700 1.196
C 2.389 -0.291 0.952
N 1.294 -0.880 1.475
C 1.513 -1.940 2.279
C 2.753 -2.434 2.574
H 5.944 -1.797 1.928
H 5.283 -3.040 2.911
H 4.498 -0.172 0.741
H 2.211 0.560 0.303
H 0.641 -2.407 2.719
H 2.844 -3.290 3.229
*
```

Here is a structure of composition C25H19ClN5O3SW from the OMol25 dataset. Energies are from ωB97M-V with the def2-TZVPD basis set.

HOMO-LUMO gap (alpha / beta)	4.027 / 4.050	eV
E_LUMO (alpha / beta)	-12.9 / -12.9	eV

The geometry in ORCA input format:
```
! wB97M-V def2-TZVPD RIJCOSX def2/J DEFGRID3
* xyz 3 1
W 0.494 -0.245 0.807
Cl 2.142 0.243 7.539
C 1.585 -0.185 5.993
C 1.949 -1.425 5.434
C 1.474 -1.814 4.199
C 0.660 -0.963 3.458
O 0.155 -1.366 2.277
C 0.310 0.321 3.999
C -0.573 1.176 3.286
N -0.804 1.003 1.998
C -1.787 1.644 1.251
C -2.625 2.674 1.632
C -3.516 3.190 0.695
C -3.483 2.774 -0.653
C -2.647 1.769 -1.063
C -2.380 1.451 -2.498
C -1.950 0.003 -2.776
C -1.230 -0.685 -1.598
N -1.292 -0.127 -0.246
C -1.898 1.073 -0.070
C 0.762 0.668 5.282
H 2.599 -2.084 5.994
H 1.720 -2.783 3.784
H -1.098 1.947 3.844
H -2.592 3.092 2.629
H -4.208 3.969 0.992
H -4.114 3.276 -1.376
H -3.184 1.800 -3.140
H -2.634 -0.623 -3.339
H -1.392 -1.760 -1.557
H 0.486 1.620 5.717
C 2.657 -4.452 -2.027
N 2.122 -3.183 -2.502
C 2.313 -2.660 -3.759
C 1.652 -1.484 -3.823
N 1.047 -1.297 -2.592
C 1.361 -2.346 -1.790
S 0.870 -2.598 -0.160
C 0.162 -0.232 -2.185
C -0.585 0.480 -3.332
C -0.952 1.942 -3.015
C -0.082 2.602 -2.021
C 0.732 1.900 -1.160
N 0.839 0.549 -1.129
H 2.773 -5.130 -2.868
H 1.977 -4.894 -1.303
H 3.631 -4.311 -1.560
H 2.903 -3.158 -4.511
H 1.603 -0.775 -4.629
H -0.260 0.279 -4.347
H -1.044 2.563 -3.904
H -0.093 3.684 -1.961
H 1.370 2.416 -0.448
O 1.760 0.828 1.530
O 2.317 -0.357 1.002
*
```